(1)
Formula: H31O16
Source: the Open Molecules 2025 dataset
Level of theory: ωB97M-V/def2-TZVPD

- energy relative to the best compared isomer or geometry (same formula, charge and spin) (kJ/mol) = 161.2
- highest occupied orbital energy (Eh) = -0.269
- total charge = -1
- E_LUMO (hartree) = 0.087
- HOMO-LUMO gap (eV) = 9.67

```
47
H31O16 | the Open Molecules 2025 dataset | ωB97M-V/def2-TZVPD
O -1.33 0.48 0.53
H -3.26 2.71 -0.82
H -1.07 -1.02 1.63
O -1.29 1.15 -2.74
H -1.25 1.54 -1.85
H -1.66 1.09 1.21
O 1.00 -0.04 0.36
H 1.49 -0.79 0.02
H -0.23 0.23 0.53
O 1.57 2.81 1.85
H 1.44 1.84 1.82
H 1.84 2.89 0.92
O 0.86 -3.71 -0.80
H 0.00 -4.08 -0.55
H 3.97 3.76 2.98
O -1.00 3.17 2.94
H -0.11 2.84 2.70
H -1.28 3.70 2.20
O -1.54 -4.75 0.85
H -1.46 -5.33 1.61
H -1.28 -3.89 1.22
O 2.04 1.93 -0.89
H 1.81 1.11 -0.34
H 1.22 2.25 -1.27
O -2.36 -4.39 -2.37
H -1.69 -4.19 -1.72
O 0.53 -1.45 -3.28
H 0.11 -1.22 -2.44
H 1.44 -1.61 -3.01
O -0.99 -1.64 2.38
H -0.07 -1.51 2.65
H 0.62 -3.14 -1.54
O 4.24 2.96 2.53
H 3.54 -0.53 3.40
H 3.37 2.82 2.07
O -2.20 -1.78 -0.97
H -3.05 -1.41 -1.24
H -2.07 -1.23 -0.18
O -2.37 3.03 -0.67
H -1.14 3.55 -3.17
H -1.96 2.42 -0.03
O -0.44 3.39 -3.82
H 0.03 2.61 -3.53
H -2.96 -3.67 -2.51
O 3.22 -1.22 3.99
H -1.55 0.28 -2.39
H 3.24 -2.03 3.48
```

For each atom in turn, the Löwdin charge in e is: atom 1 (O): -0.208, atom 2 (H): 0.050, atom 3 (H): -0.017, atom 4 (O): -0.070, atom 5 (H): 0.004, atom 6 (H): 0.019, atom 7 (O): -0.277, atom 8 (H): 0.000, atom 9 (H): -0.035, atom 10 (O): -0.074, atom 11 (H): 0.057, atom 12 (H): 0.043, atom 13 (O): -0.050, atom 14 (H): -0.011, atom 15 (H): 0.026, atom 16 (O): -0.068, atom 17 (H): -0.008, atom 18 (H): 0.022, atom 19 (O): -0.052, atom 20 (H): 0.045, atom 21 (H): 0.024, atom 22 (O): -0.115, atom 23 (H): -0.025, atom 24 (H): 0.014, atom 25 (O): -0.054, atom 26 (H): -0.019, atom 27 (O): -0.048, atom 28 (H): 0.003, atom 29 (H): 0.040, atom 30 (O): -0.074, atom 31 (H): 0.032, atom 32 (H): -0.001, atom 33 (O): -0.097, atom 34 (H): 0.031, atom 35 (H): -0.008, atom 36 (O): -0.052, atom 37 (H): 0.050, atom 38 (H): 0.007, atom 39 (O): -0.052, atom 40 (H): 0.013, atom 41 (H): -0.005, atom 42 (O): -0.073, atom 43 (H): 0.006, atom 44 (H): 0.017, atom 45 (O): -0.062, atom 46 (H): 0.022, atom 47 (H): 0.029

***

(2)
Formula: CH3AgClCuNO2
Source: the Open Molecules 2025 dataset
Level of theory: ωB97M-V/def2-TZVPD

- multiplicity = 2
- energy relative to the best compared isomer or geometry (same formula, charge and spin) (kJ/mol) = 139.8
- ⟨S²⟩ = 0.76
- highest occupied orbital energy (spin up / spin down) (Eh) = -0.701 / -0.699
- total charge = +2
- E_LUMO (spin up / spin down) (hartree) = -0.371 / -0.502
- HOMO-LUMO gap (spin up / spin down) (eV) = 8.96 / 5.37

```
10
CH3AgClCuNO2 | the Open Molecules 2025 dataset | ωB97M-V/def2-TZVPD
Ag -0.87 3.03 2.01
Cu 0.11 2.91 -0.65
Cl -1.16 1.49 0.63
C -0.29 -0.87 0.07
N 0.96 -1.31 -0.70
O 1.95 -1.44 0.00
O 0.84 -1.43 -1.94
H 0.00 -0.61 1.09
H -0.97 -1.72 0.08
H -0.56 -0.05 -0.59
```

For each atom in turn, the Löwdin charge in e is: atom 1 (Ag): 0.632, atom 2 (Cu): 0.482, atom 3 (Cl): 0.246, atom 4 (C): -0.008, atom 5 (N): -0.261, atom 6 (O): 0.425, atom 7 (O): 0.246, atom 8 (H): 0.084, atom 9 (H): 0.151, atom 10 (H): 0.005

***

(3)
Formula: C4H5NO2
Source: the Open Molecules 2025 dataset
Level of theory: ωB97M-V/def2-TZVPD

- energy relative to the best compared isomer or geometry (same formula, charge and spin) (kJ/mol) = 0.9
- highest occupied orbital energy (Eh) = -0.316
- SMILES = Cc1coc(=O)[nH]1
- total charge = 0
- E_LUMO (hartree) = 0.025
- HOMO-LUMO gap (eV) = 9.29

```
12
C4H5NO2 | the Open Molecules 2025 dataset | ωB97M-V/def2-TZVPD
C -1.53 -0.39 -0.77
C -0.27 0.09 -0.13
C 0.17 1.32 0.16
O 1.41 1.26 0.76
C 1.78 -0.06 0.86
O 2.80 -0.45 1.36
N 0.75 -0.77 0.29
H -1.40 -0.61 -1.84
H -1.88 -1.30 -0.28
H -2.31 0.37 -0.67
H -0.26 2.30 0.01
H 0.76 -1.78 0.25
```

For each atom in turn, the Löwdin charge in e is: atom 1 (C): -0.026, atom 2 (C): -0.290, atom 3 (C): -0.052, atom 4 (O): 0.085, atom 5 (C): -0.527, atom 6 (O): 0.098, atom 7 (N): 0.166, atom 8 (H): 0.084, atom 9 (H): 0.082, atom 10 (H): 0.085, atom 11 (H): 0.129, atom 12 (H): 0.167

***

(4)
Formula: C29H52BN8OSn
Source: the Open Molecules 2025 dataset
Level of theory: ωB97M-V/def2-TZVPD

- energy relative to the best compared isomer or geometry (same formula, charge and spin) (kJ/mol) = 0.0
- highest occupied orbital energy (spin up / spin down) (Eh) = -0.649 / -0.650
- total charge = +3
- E_LUMO (spin up / spin down) (hartree) = -0.422 / -0.439
- HOMO-LUMO gap (spin up / spin down) (eV) = 6.18 / 5.73

```
92
C29H52BN8OSn | the Open Molecules 2025 dataset | ωB97M-V/def2-TZVPD
Sn 0.39 -1.00 -2.15
C -3.05 -2.69 -2.48
C -3.49 -1.38 -1.84
C -5.01 -1.33 -1.71
C -2.84 -1.14 -0.53
C -3.34 -1.05 0.73
C -2.30 -0.60 1.56
C -2.35 -0.32 3.01
C -3.31 0.87 3.25
C -2.84 -1.57 3.76
N -1.17 -0.43 0.75
N -1.45 -0.79 -0.47
B 0.13 0.43 1.08
N 1.43 -0.31 0.77
N 1.79 -0.54 -0.54
C 3.09 -0.87 -0.56
C 3.58 -0.84 0.73
C 2.53 -0.48 1.55
C 2.59 -0.32 3.05
C 2.57 1.14 3.52
C 1.55 -1.20 3.76
C 3.79 -1.11 -1.87
C 5.16 -1.75 -1.67
C 3.91 0.21 -2.65
N 0.01 1.70 0.14
N 0.02 1.55 -1.16
C -0.08 2.84 -1.75
C -0.18 3.76 -0.75
C -0.13 3.04 0.47
C -0.16 3.59 1.84
C -1.31 4.59 2.01
C 1.21 4.28 2.08
C -0.09 2.95 -3.23
C -1.41 2.37 -3.77
C 0.12 4.39 -3.68
H -3.49 -2.77 -3.47
H -3.39 -3.54 -1.89
H -1.96 -2.78 -2.60
H -3.17 -0.55 -2.49
H -5.38 -2.15 -1.10
H -5.47 -1.42 -2.69
H -5.36 -0.39 -1.27
H -4.35 -1.26 1.04
H -1.35 -0.05 3.36
H -4.32 0.63 2.92
H -2.98 1.77 2.73
H -3.33 1.07 4.32
H -3.86 -1.83 3.47
H -2.83 -1.35 4.83
H -2.19 -2.43 3.58
H 0.07 0.78 2.20
H 4.59 -1.04 1.05
H 3.57 -0.71 3.30
H 1.59 1.60 3.45
H 3.28 1.75 2.96
H 2.87 1.17 4.57
H 0.55 -1.05 3.35
H 1.52 -0.96 4.82
H 1.79 -2.26 3.66
H 3.17 -1.80 -2.47
H 5.84 -1.03 -1.20
H 5.59 -2.03 -2.63
H 5.14 -2.64 -1.04
H 4.46 0.94 -2.07
H 2.93 0.63 -2.89
H 4.44 0.04 -3.59
H -0.27 4.83 -0.85
H -0.26 2.77 2.55
H -1.18 5.46 1.36
H -1.32 4.93 3.04
H -2.28 4.14 1.79
H 1.34 5.13 1.42
H 2.04 3.59 1.96
H 1.21 4.64 3.11
H 0.74 2.33 -3.59
H -2.26 2.97 -3.43
H -1.56 1.34 -3.46
H -1.39 2.39 -4.86
H -0.71 5.02 -3.38
H 0.18 4.43 -4.77
H 1.04 4.81 -3.28
C -0.77 -5.48 -1.96
N 0.54 -5.32 -1.33
C 1.15 -4.16 -1.19
N 2.37 -4.13 -0.63
O 0.59 -3.07 -1.58
H -0.98 -6.54 -2.03
H -0.77 -5.05 -2.96
H -1.54 -5.01 -1.35
H 1.02 -6.15 -1.03
H 2.88 -4.97 -0.42
H 2.86 -3.25 -0.58
```

For each atom in turn, the Löwdin charge in e is: atom 1 (Sn): 1.395, atom 2 (C): -0.041, atom 3 (C): -0.358, atom 4 (C): -0.039, atom 5 (C): -0.136, atom 6 (C): 0.103, atom 7 (C): -0.068, atom 8 (C): -0.342, atom 9 (C): 0.002, atom 10 (C): -0.009, atom 11 (N): 0.093, atom 12 (N): 0.096, atom 13 (B): -0.451, atom 14 (N): 0.076, atom 15 (N): -0.087, atom 16 (C): -0.285, atom 17 (C): 0.082, atom 18 (C): -0.144, atom 19 (C): -0.328, atom 20 (C): -0.033, atom 21 (C): -0.026, atom 22 (C): -0.392, atom 23 (C): -0.043, atom 24 (C): -0.040, atom 25 (N): 0.079, atom 26 (N): 0.134, atom 27 (C): -0.160, atom 28 (C): 0.108, atom 29 (C): -0.071, atom 30 (C): -0.343, atom 31 (C): -0.019, atom 32 (C): -0.002, atom 33 (C): -0.364, atom 34 (C): -0.035, atom 35 (C): -0.041, atom 36 (H): 0.107, atom 37 (H): 0.096, atom 38 (H): 0.025, atom 39 (H): 0.144, atom 40 (H): 0.100, atom 41 (H): 0.102, atom 42 (H): 0.096, atom 43 (H): 0.149, atom 44 (H): 0.110, atom 45 (H): 0.099, atom 46 (H): 0.075, atom 47 (H): 0.107, atom 48 (H): 0.095, atom 49 (H): 0.105, atom 50 (H): 0.094, atom 51 (H): 0.098, atom 52 (H): 0.140, atom 53 (H): 0.146, atom 54 (H): 0.057, atom 55 (H): 0.090, atom 56 (H): 0.101, atom 57 (H): 0.046, atom 58 (H): 0.100, atom 59 (H): 0.095, atom 60 (H): 0.113, atom 61 (H): 0.101, atom 62 (H): 0.100, atom 63 (H): 0.083, atom 64 (H): 0.103, atom 65 (H): 0.045, atom 66 (H): 0.102, atom 67 (H): 0.147, atom 68 (H): 0.115, atom 69 (H): 0.094, atom 70 (H): 0.104, atom 71 (H): 0.085, atom 72 (H): 0.100, atom 73 (H): 0.075, atom 74 (H): 0.109, atom 75 (H): 0.142, atom 76 (H): 0.100, atom 77 (H): 0.039, atom 78 (H): 0.102, atom 79 (H): 0.097, atom 80 (H): 0.099, atom 81 (H): 0.096, atom 82 (C): -0.026, atom 83 (N): 0.063, atom 84 (C): -0.528, atom 85 (N): 0.236, atom 86 (O): -0.251, atom 87 (H): 0.107, atom 88 (H): 0.098, atom 89 (H): 0.080, atom 90 (H): 0.163, atom 91 (H): 0.139, atom 92 (H): 0.080